{
  "formula": "C40H53ClFI2N7O5P2",
  "method": "ωB97M-V/def2-TZVPD",
  "molar_mass_g_mol": 1082.1,
  "e_lumo_ev": -0.2,
  "smiles": "CC[C@H](F)[C@](O)(O[C@@H](CC(=O)I)P(O)Cl)[C@H](O[C@H](I)c1ccccn1)P(C)C.c1cc[nH]c1.c1cc[nH]c1.c1cc[nH]c1.c1cc[nH]c1.c1cc[nH]c1.c1cc[nH]c1",
  "e_homo_ev": -8.09,
  "elements": ["H", "N", "H", "C", "C", "C", "H", "C", "C", "C", "O", "C", "H", "C", "H", "H", "Cl", "C", "C", "H", "H", "H", "H", "H", "C", "C", "C", "C", "C", "H", "C", "H", "H", "H", "H", "F", "H", "C", "C", "H", "H", "C", "H", "C", "C", "H", "C", "H", "H", "C", "H", "C", "C", "P", "C", "N", "C", "C", "N", "H", "H", "H", "H", "I", "H", "C", "H", "O", "C", "H", "O", "C", "H", "N", "H", "P", "O", "H", "H", "H", "I", "H", "H", "H", "H", "H", "H", "H", "C", "H", "H", "H", "N", "C", "O", "C", "C", "N", "H", "H", "C", "N", "C", "H", "C", "C", "H", "H", "H", "C", "H"],
  "xyz": [[1.89327, 0.01848, 5.30703], [0.86874, 0.93581, 2.25968], [-3.78388, 6.44954, -6.47401], [0.31730, 1.46384, -2.66479], [7.26122, 3.83826, -2.54239], [-0.90487, 1.24101, 6.95316], [1.77705, -2.25005, 4.23186], [2.60593, -3.76887, 8.14737], [-0.15488, 2.75571, 8.43792], [8.35831, 3.32921, -3.18202], [-1.05956, 1.16016, -2.85193], [3.76012, 0.46620, -0.62702], [9.38153, 3.44713, -2.86693], [-0.60070, 3.85521, -2.56810], [1.48529, -2.36577, 7.03516], [-3.98227, -9.72319, -3.11010], [0.29839, -1.94284, -4.79040], [-3.52585, -7.62247, -2.73942], [1.12154, -1.43404, 2.35434], [4.39461, -1.35639, -2.72522], [1.05853, -2.38576, 1.84062], [-4.31719, 8.96700, -5.60281], [4.44933, -4.65044, 8.90541], [-2.38397, 4.97703, -1.99182], [3.35269, -1.12466, -2.95934], [6.52500, 2.73385, -4.33619], [3.95761, -3.89260, 8.31928], [-5.63021, -8.35801, -2.44329], [-4.31274, -8.74066, -2.81775], [4.74154, 0.93375, -0.72992], [1.51769, -1.35402, 3.67947], [2.71563, -1.93162, -2.59014], [-4.35833, -3.35821, 3.76420], [-1.35044, 0.69385, 6.13985], [3.90445, -0.54719, -0.24150], [1.55708, 3.23061, -1.75324], [-3.28834, -2.07517, 1.88754], [4.57889, -2.84771, 7.58063], [-3.07034, 0.02142, -3.15672], [8.48757, 2.09897, -5.04985], [-3.73090, -6.24295, 0.79637], [0.79748, -0.26057, 1.69176], [-1.17680, -0.92492, -2.70132], [0.24674, 2.78976, -1.89551], [1.15465, 0.42333, -1.88982], [-2.65150, -1.95098, -5.05701], [7.89111, 2.62506, -4.32351], [1.32313, 2.00168, 3.95717], [-3.55049, 0.35360, -4.08361], [-3.27088, -4.04818, 0.86089], [-2.72223, 3.38203, -2.67683], [0.34793, -0.31108, 0.26085], [-1.53801, -0.09509, -3.31556], [-1.06564, -0.41674, -5.13306], [-2.03766, 3.94449, -2.03951], [2.38602, -2.68744, 7.33563], [1.26380, 1.01137, 3.51966], [-2.15856, 6.55188, -5.02295], [-0.18241, 0.60459, 7.92816], [-6.37302, -6.34858, -1.82218], [-0.08297, 4.79506, -2.35431], [-0.14367, 2.57790, -0.89840], [-0.99227, 7.49007, -3.53457], [-5.26531, -1.19514, -1.31191], [-2.45667, 9.51447, -3.71720], [-3.49254, -3.13080, 1.85365], [3.16894, 1.04876, 0.07633], [0.93582, 1.60128, -3.92056], [0.27744, 1.52022, 8.83633], [5.20318, 3.69274, -3.01056], [-3.39269, -2.36170, -3.23850], [-3.52617, 8.31912, -5.26462], [-2.47727, -7.48037, -2.93659], [6.15178, 3.47011, -3.25424], [-4.68730, -5.79605, 3.28670], [3.01497, 0.54972, -2.30258], [1.02942, 0.61202, -0.47691], [3.25679, -1.07593, -4.04446], [-0.02182, -0.38323, 7.98102], [-2.82321, -3.83501, -0.09700], [-1.84074, -0.01334, 0.29893], [0.44312, -1.31890, -0.14950], [0.25387, 1.80008, -4.57403], [-2.12713, 3.51389, -1.03894], [5.78929, 2.34683, -5.02008], [-6.49906, -8.99256, -2.39353], [3.62723, -1.25558, 6.34814], [-4.00491, -5.63966, -2.18928], [3.58371, -2.11990, 6.98865], [0.86844, 1.21594, 9.68283], [1.78802, -4.35624, 8.52749], [-1.39356, 3.34591, 6.66568], [-4.07845, -3.78599, 2.90135], [-3.74495, -5.30546, 1.32812], [-2.33457, -1.25883, -5.66774], [-4.23648, -5.10982, 2.59078], [-3.24685, 7.00145, -5.72108], [-1.77009, 7.54438, -4.16566], [7.17655, 4.42888, -1.64643], [0.82973, -0.59132, -2.13951], [1.58933, -0.10862, 4.27496], [-4.31700, -6.58278, -2.33516], [-3.69904, -1.29669, -2.77168], [0.04234, 3.68445, 8.94608], [-0.90704, 2.57839, 7.24383], [-5.59864, -7.02062, -2.14967], [-3.27235, 0.77462, -2.39700], [-0.60305, 3.71581, -3.65164], [-1.62990, 5.61496, -5.06284], [-2.59764, 8.62483, -4.30629], [5.63490, -2.65597, 7.49337]],
  "forces_ev_per_a": [[-0.01, -0.02, -0.03], [-0.08, 0.32, -0.21], [0.00, 0.00, 0.00], [-0.11, -0.11, -0.19], [-0.11, 0.05, 0.07], [0.02, -0.03, 0.01], [0.01, 0.01, -0.04], [0.00, 0.01, -0.01], [-0.01, 0.01, 0.00], [0.06, -0.02, 0.00], [0.03, -0.04, 0.09], [0.16, -0.14, 0.02], [0.00, 0.00, 0.00], [0.04, 0.29, 0.19], [0.00, -0.03, -0.04], [0.00, 0.00, 0.00], [0.11, 0.02, 0.07], [-0.01, 0.01, 0.00], [-0.06, -0.12, -0.11], [-0.04, -0.02, -0.05], [0.00, 0.01, 0.05], [0.00, 0.00, 0.00], [0.00, 0.00, 0.00], [-0.02, -0.04, -0.09], [0.02, -0.12, -0.16], [0.02, -0.15, -0.18], [0.01, -0.01, -0.02], [0.01, -0.01, 0.01], [-0.01, -0.01, 0.01], [0.01, -0.05, 0.10], [0.05, -0.06, 0.08], [0.03, 0.05, 0.13], [-0.01, 0.00, 0.00], [-0.01, 0.00, 0.00], [-0.15, 0.04, 0.02], [0.07, 0.08, 0.02], [0.00, -0.03, 0.06], [-0.02, -0.02, 0.03], [0.11, 0.04, 0.18], [0.00, 0.01, -0.01], [0.00, 0.00, 0.00], [0.06, -0.11, 0.14], [0.03, 0.06, 0.04], [-0.25, -0.19, -0.07], [0.20, -0.29, 0.37], [0.02, 0.02, -0.04], [-0.01, -0.03, -0.05], [-0.04, 0.00, -0.03], [-0.06, -0.06, 0.02], [0.00, -0.01, -0.02], [0.00, 0.08, 0.03], [0.31, -0.16, -0.08], [-0.04, -0.11, -0.10], [-0.04, 0.11, 0.09], [-0.11, -0.26, -0.07], [-0.02, 0.02, 0.02], [0.04, -0.12, 0.10], [0.02, -0.03, 0.01], [0.03, 0.01, -0.04], [0.00, 0.00, 0.00], [0.00, -0.05, -0.11], [0.11, 0.07, 0.01], [0.01, 0.01, -0.01], [0.00, 0.02, -0.13], [0.00, 0.00, 0.00], [-0.03, -0.03, 0.01], [0.11, 0.03, 0.00], [-0.02, -0.29, 0.01], [0.00, -0.01, -0.02], [-0.01, -0.05, 0.01], [-0.13, 0.76, 0.30], [0.00, -0.01, -0.01], [0.00, 0.00, -0.01], [-0.04, 0.13, 0.20], [0.01, -0.01, 0.00], [0.09, 0.60, -0.24], [-0.56, 0.16, -0.10], [-0.01, -0.13, 0.02], [-0.03, -0.01, 0.04], [0.01, 0.01, 0.00], [-0.01, 0.07, -0.02], [-0.09, 0.03, 0.02], [0.01, 0.17, 0.02], [0.08, 0.09, 0.00], [0.01, -0.02, -0.01], [0.00, 0.00, 0.00], [0.02, 0.00, 0.01], [-0.01, 0.01, -0.01], [-0.02, 0.02, -0.06], [0.00, 0.00, 0.00], [0.00, 0.00, 0.00], [0.00, 0.00, 0.00], [-0.01, 0.00, 0.00], [0.02, -0.03, -0.04], [-0.09, -0.06, 0.12], [-0.02, 0.02, 0.00], [-0.01, 0.02, 0.02], [0.00, -0.01, 0.02], [0.00, 0.00, 0.00], [-0.06, 0.05, -0.18], [0.04, 0.08, 0.17], [0.03, 0.07, 0.04], [0.19, -0.61, -0.39], [0.00, 0.00, 0.00], [0.02, 0.02, -0.02], [0.01, 0.00, 0.00], [0.00, -0.08, -0.01], [0.10, 0.12, 0.02], [0.00, 0.00, -0.01], [0.01, -0.01, 0.01], [0.00, 0.01, 0.01]]
}

{
  "formula": "C40H53F27O21",
  "method": "ωB97M-V/def2-TZVPD",
  "molar_mass_g_mol": 1382.8,
  "e_lumo_ev": -0.2,
  "smiles": "CCOC(=O)C(F)(F)F.CCOC(=O)C(F)(F)F.CCOC(=O)C(F)(F)F.CCOC(=O)C(F)(F)F.CCOC(=O)C(F)(F)F.CCOC(=O)C(F)(F)F.CCOC(=O)C(F)(F)F.CCOC(=O)C(F)(F)F.CCOC(=O)C(F)(F)F.CCOC(=O)OC",
  "e_homo_ev": -10.84,
  "elements": ["O", "H", "F", "H", "H", "H", "C", "C", "O", "F", "F", "F", "F", "C", "O", "F", "H", "C", "C", "O", "O", "H", "H", "H", "C", "C", "C", "H", "H", "C", "F", "F", "F", "H", "H", "F", "F", "O", "O", "C", "C", "F", "C", "H", "F", "C", "F", "H", "H", "F", "C", "F", "O", "F", "F", "H", "H", "H", "C", "F", "C", "H", "C", "C", "O", "H", "H", "F", "C", "H", "O", "F", "F", "H", "H", "F", "C", "C", "H", "F", "H", "H", "C", "O", "H", "C", "H", "H", "O", "H", "O", "H", "H", "H", "H", "F", "F", "C", "H", "O", "O", "C", "C", "C", "C", "C", "H", "C", "H", "H", "H", "C", "C", "C", "C", "H", "H", "H", "H", "O", "F", "H", "O", "H", "O", "C", "C", "H", "C", "H", "O", "O", "C", "H", "C", "O", "H", "H", "H", "H", "C"],
  "xyz": [[-10.16602, -10.82193, -6.22857], [4.61411, -20.13848, 2.34897], [2.94650, -15.22710, -15.07319], [-0.00356, -11.71622, -4.33888], [-2.16209, -18.29723, -4.15515], [-9.58455, -9.39874, -8.14350], [3.46984, -21.49033, -7.42542], [-3.89207, -8.88212, -3.86263], [-4.23917, -26.23280, -6.30041], [2.93696, -20.97922, -5.18746], [-4.47393, -11.39604, 0.13071], [-6.28040, -11.08902, -1.11616], [3.28017, -10.42489, -0.68059], [-9.93548, -9.73860, -5.68291], [-8.49839, -21.14188, -11.95339], [0.22864, -20.33089, 1.02305], [-5.45070, -7.73224, -3.18572], [-5.20229, -27.85664, -4.82285], [4.15177, -21.34716, -10.34220], [1.50752, -15.34996, -12.24050], [-6.38487, -22.00597, -12.66120], [-9.88241, -18.75096, -3.47904], [-4.95856, -24.35426, -7.15686], [-10.56428, -20.20305, -4.21921], [3.90906, -21.01839, -6.08380], [2.90955, -16.09365, -14.06153], [-4.93704, -11.25378, -1.13724], [-11.08230, -21.08996, -2.17080], [-0.70998, -14.04240, -10.25760], [1.96406, -10.25840, -0.88446], [-9.82206, -22.92963, -13.42498], [4.84795, -21.85763, -5.64188], [4.48906, -19.76837, -6.22838], [4.59532, -23.42502, -9.73748], [5.64072, -19.34974, 4.50850], [-13.71547, -17.53434, -0.93885], [-9.62262, -8.73247, -3.49379], [-4.50976, -9.89030, -3.07156], [-4.80596, -17.72248, -7.08684], [-3.88563, -19.32039, -4.53772], [-5.79643, -19.57157, -12.71099], [-13.44766, -15.86502, -2.39164], [-8.87228, -8.78606, -7.59087], [4.09556, -18.70665, 5.09938], [1.68355, -8.93881, -0.88908], [1.59661, -12.93680, -4.42452], [-5.53343, -27.43057, -3.61763], [-5.57294, -19.56185, -13.77779], [2.08390, -12.28031, -5.14541], [-14.13293, -17.84066, -2.96599], [-8.50760, -23.12541, -13.18824], [3.88462, -15.91558, -13.11677], [2.83995, -19.32106, 2.72398], [-11.67694, -8.76111, -4.24271], [1.32313, -10.95580, 0.12302], [-4.18063, -9.19973, -4.86461], [3.35504, -20.60854, -10.25408], [-2.37637, -24.35604, -6.91845], [-4.21112, -16.94159, -6.36516], [3.16171, -17.22667, -14.64930], [0.19425, -14.02460, -10.86600], [-4.60979, -21.44487, -12.26491], [4.55699, -19.41599, 4.41235], [-8.95595, -7.38806, -8.06485], [-3.28724, -17.13138, -5.36322], [-0.33886, -13.13321, -3.49355], [-10.50228, -19.75340, -1.13521], [0.19622, -19.59748, 3.13176], [-5.38714, -26.68522, -5.80677], [-7.84078, -9.13644, -7.55440], [-4.43245, -15.58769, -6.51375], [0.03658, -21.71527, 2.67642], [-6.15708, -28.78769, -5.13204], [2.30743, -13.27956, -3.67263], [-3.83428, -6.91270, -3.06923], [-4.00996, -28.39426, -4.80307], [-13.36849, -17.15573, -2.16324], [-10.64629, -19.52122, -3.37276], [4.60192, -18.39847, 2.47600], [-10.63712, -10.60751, -3.55799], [-5.22632, -15.34710, -8.49354], [-2.99383, -23.73492, -8.27193], [-2.77556, -18.38759, -5.05158], [-11.90129, -18.84342, -3.26949], [-9.92830, -6.89616, -8.03898], [-4.51708, -7.48941, -3.69316], [-2.10317, -18.86025, -5.76754], [-4.72935, -25.78791, -8.17030], [-11.03839, -17.11773, -1.97778], [-8.45254, -6.79411, -7.30203], [2.76992, -21.66016, 2.04327], [-5.87212, -21.07965, -11.10635], [-6.48678, -15.34098, -7.14379], [-8.48192, -7.22301, -9.03241], [-5.07962, -18.89768, -12.24177], [-8.33717, -24.05251, -12.22923], [-7.94210, -23.52257, -14.27838], [-7.84240, -21.90563, -12.59790], [4.23157, -21.54283, -11.41152], [2.19868, -10.21778, -3.28349], [-3.59946, -9.18624, -1.12242], [-11.97440, -17.70358, -2.48803], [2.24426, -20.57277, 2.34310], [-10.48254, -9.48450, -4.22779], [3.97605, -22.60025, -9.38484], [-4.31559, -25.21509, -7.34037], [0.03174, -13.34647, -11.70375], [-10.39419, -20.24753, -2.10074], [-3.35565, -20.22978, -4.25447], [4.34957, -20.41533, 4.79496], [-6.85031, -19.31640, -12.60002], [-5.59638, -20.99410, -12.15742], [-4.22589, -10.05343, -1.78927], [1.57311, -16.04622, -13.45058], [0.35985, -15.51915, -11.36491], [-2.81333, -8.77731, -3.74672], [-0.54067, -15.74986, -11.93407], [5.12712, -20.92592, -10.09858], [-9.42738, -20.74874, -2.14736], [2.34289, -21.24368, -7.83446], [-4.65964, -12.37262, -1.87767], [2.94870, -22.96248, -9.34695], [4.32249, -22.13312, -8.09863], [-4.68338, -19.41646, -5.27425], [-6.52815, -26.32809, -6.13455], [4.17642, -19.30721, 2.90170], [0.61440, -20.58645, 2.31222], [0.53432, -16.13554, -10.48301], [1.66794, -10.80826, -2.30502], [1.23760, -13.76305, -5.03813], [0.51711, -16.47499, -14.03169], [0.79884, -11.83470, -2.35568], [0.45179, -12.39292, -3.61581], [-4.48560, -18.95272, -3.70529], [-2.94192, -24.70703, -7.78162], [-9.33301, -8.64119, -6.24820], [-2.37485, -25.39461, -8.40913], [-5.43333, -14.00982, -7.36542], [-4.65770, -7.08850, -4.69696], [1.11562, -13.65589, -10.41517], [-5.47391, -15.09473, -7.46247]],
  "forces_ev_per_a": [[0.92, 2.97, 1.39], [0.28, -0.09, 0.13], [0.44, 1.34, 0.53], [-0.33, 1.06, 0.78], [0.29, 0.86, -0.16], [0.51, -0.53, 0.08], [-4.70, 1.21, -1.31], [-0.25, 1.09, -1.13], [0.01, 0.64, 0.75], [0.10, 0.37, -0.35], [-0.73, -0.18, -1.49], [1.15, -0.11, 0.08], [-0.34, 0.31, 0.20], [-0.74, -1.40, -1.76], [1.04, 0.14, -0.58], [0.26, -0.03, 1.21], [-0.26, 0.86, -0.09], [-2.07, -0.07, -0.46], [0.14, -0.85, 0.17], [1.09, -2.58, -1.94], [-5.28, -1.48, -2.64], [0.07, 0.09, -0.35], [-0.20, -0.46, 0.76], [-0.81, 0.30, -0.07], [1.67, 0.69, 0.68], [1.97, 0.15, -0.24], [0.33, -0.65, 0.05], [-0.27, -0.14, 0.70], [0.32, 0.52, 0.49], [0.01, -0.96, 0.22], [0.88, -0.17, 0.38], [0.28, 0.18, 0.49], [-0.82, -1.21, 0.41], [0.42, 0.23, 0.74], [0.07, 0.33, -0.08], [0.04, 0.99, 0.82], [-0.24, -0.21, -0.70], [-0.04, -1.63, 0.76], [1.37, 0.04, 1.46], [-0.17, 0.10, -0.82], [0.20, -1.34, -0.45], [-0.32, 0.23, 0.56], [-0.98, 0.21, -0.28], [-0.11, 0.22, -0.44], [-0.05, -1.23, 0.67], [0.68, -0.89, 0.35], [0.31, 0.35, 0.99], [0.02, -0.05, -0.10], [-0.11, 0.46, 0.55], [-2.51, -0.08, -1.48], [-0.40, 0.22, 0.74], [-0.74, 0.52, -1.14], [-5.13, -3.04, -1.45], [1.56, -1.38, -0.33], [0.55, 1.54, -1.41], [0.57, -0.29, 0.02], [0.13, -0.09, 0.45], [0.34, -0.72, 0.31], [-1.01, 0.89, -1.24], [0.02, -1.95, -0.01], [-0.33, -1.34, -0.62], [0.28, 0.67, -0.09], [0.35, -0.62, -0.60], [0.75, 1.86, -0.09], [-1.13, 1.99, -1.97], [0.41, -0.11, 0.85], [-0.03, 0.39, -0.43], [-0.26, -0.52, -0.64], [-2.47, 0.91, -1.98], [-0.20, -0.34, -0.28], [0.00, -0.45, 0.32], [0.68, 0.13, 0.03], [1.16, 0.18, -0.10], [0.47, -0.42, -0.48], [-0.53, 0.39, -0.07], [0.40, -0.32, -0.09], [1.31, -2.35, -1.12], [1.50, 1.93, 1.00], [-0.30, 0.17, 0.00], [-0.45, -0.07, -0.52], [-0.19, -0.40, 0.24], [-0.68, -0.23, -0.62], [-0.86, -1.76, 1.96], [-1.54, 1.57, 0.53], [-0.41, -0.76, -0.35], [0.46, -1.32, 0.54], [-0.50, 0.26, -0.68], [-0.36, 0.38, -0.17], [-0.71, -1.13, -0.95], [0.60, 0.20, -0.25], [-0.89, 4.32, 1.17], [0.62, 1.02, 0.57], [0.24, -0.69, -0.15], [-0.04, -0.03, 0.04], [-0.41, 0.10, 0.23], [-0.52, -0.50, -0.15], [0.58, -0.77, -1.54], [2.48, 0.97, 1.48], [-0.20, -0.67, 0.06], [-1.99, -2.40, 3.49], [-1.77, -3.46, -2.02], [3.10, 0.04, 0.66], [0.77, -2.30, -0.23], [0.00, 1.83, 0.61], [-1.01, 1.48, -2.41], [0.25, -0.39, -1.70], [-0.23, -0.28, -0.20], [-0.08, -2.12, 0.05], [-0.62, -0.36, -0.09], [-0.36, -0.09, -0.12], [0.27, 0.44, 0.29], [0.26, 0.75, 1.87], [1.57, 4.86, 1.75], [-7.78, -0.13, 1.08], [-0.26, 3.54, -0.34], [-0.03, -0.77, 0.19], [0.30, -0.54, 0.05], [-0.12, 0.29, 0.21], [0.27, 0.27, 0.08], [0.84, 0.06, 0.88], [-0.32, 0.84, 1.05], [-0.01, 0.15, -0.12], [3.29, -1.83, 0.09], [0.44, -0.79, -0.43], [3.19, -0.69, 1.03], [3.34, -0.39, 1.39], [1.29, 1.91, -0.38], [0.39, -0.44, -0.57], [0.58, 1.57, -3.74], [0.03, -0.30, 0.29], [5.10, 1.46, 2.34], [0.77, 1.05, 0.59], [-0.72, 0.33, -2.35], [0.78, 0.41, 0.48], [0.15, 0.44, 1.00], [-1.26, -2.35, 2.45], [-0.03, -0.01, 0.30], [0.40, -0.07, 0.10], [-0.14, 0.37, 0.35], [-0.29, -0.27, 0.58], [0.96, -0.04, 0.97]]
}